Record 1
12
Properties=species:S:1:pos:R:3 method="wB97M-V/def2-TZVPD" largest_force_ev_per_a=2.9 total_charge=+1 lumo_energy_ev=-4.02
C -0.9111 -0.4651 -0.4325
F 3.3776 -1.5884 1.2410
H -1.5377 -0.0059 -1.2078
H 0.2932 2.4034 0.2430
H -0.4926 -1.8661 -1.8261
H -1.5279 -0.7766 0.4208
H -1.2899 1.6915 0.6878
H 0.1589 1.4117 1.7317
O -0.1807 -1.5913 -0.9558
O 0.1420 0.3998 -0.0753
Ba 2.1709 -1.1587 -0.5308
C -0.2027 1.5457 0.7040

***

Record 2
141
Properties=species:S:1:pos:R:3 method="wB97M-V/def2-TZVPD" largest_force_ev_per_a=2.8 total_charge=-1 lumo_energy_ev=2.45
H 3.5919 -4.5897 -0.7934
C -1.1735 2.8390 4.0957
H 0.5975 -1.3942 1.9648
H 2.2823 -5.1175 -3.0082
O -2.2582 -0.5410 -1.0036
H -3.0093 0.5720 -4.8524
H -0.8001 4.2915 6.3266
H 1.5233 4.0789 -2.1556
H -2.1749 4.6999 -2.1298
N -3.5682 -5.5618 -1.7870
C 2.5475 4.0491 -2.5503
H -9.8410 3.3901 0.6346
H 1.3924 -0.2736 -2.6417
C -9.1873 2.7787 0.0166
H 2.7698 0.9850 -5.1475
C -4.7000 0.8998 0.7026
C -3.0208 -4.2457 -1.3955
O 5.4941 -2.6850 -1.7064
C 1.5115 -1.2713 3.6834
H -1.5368 -3.0186 -2.4568
H 4.4050 1.1677 -4.6623
O 2.8824 2.8754 -3.2863
H 7.1181 -0.5515 0.0140
O -2.0668 3.3647 5.0556
N -0.1382 3.3386 1.8331
H -4.2227 -5.8108 -1.0449
H 3.7067 -0.4488 -4.9964
H 5.7344 -2.5890 0.2180
C -4.0022 -3.4028 -0.6199
N -0.3747 3.7644 -2.2434
H 4.1380 0.3147 -2.4401
H -3.1489 -3.0697 -3.3446
H 6.0827 -3.1374 1.6333
N 1.3077 -1.9703 2.4068
C -5.1922 -3.6459 1.4383
H 4.1382 -3.1000 -3.2786
H 1.5386 -3.5822 -2.8315
C -2.4521 -3.5722 -2.6741
H 6.9945 -3.3245 -3.0445
H -6.4091 2.5251 -0.5601
C -1.6185 4.1945 -2.9203
C -1.2091 5.2199 -3.9863
C -2.3371 2.9494 -3.4030
C 2.4737 -1.9692 4.6834
H 3.8237 -4.1774 5.1247
N -6.4653 0.8194 2.3484
H -2.4797 4.9859 6.2560
H 2.9606 1.5454 2.0345
H 3.2373 4.1054 -1.7077
C 4.5066 -3.5249 -2.3335
H -0.1098 -1.9821 4.9225
H -4.7786 -0.1120 0.3074
C 3.2692 -3.8235 -1.5115
H 1.3223 -4.8020 -1.5570
O -0.0674 0.2273 -1.0414
H -2.8504 -6.2641 -1.6481
N 2.8147 -2.6894 -0.6439
H -6.1059 -3.2909 0.9310
H -1.5480 1.8635 3.7797
H -1.0343 4.7841 3.1492
H 1.8540 -2.4509 -0.8839
H 1.3503 1.5812 -2.7156
H -5.6304 2.5816 1.6506
C -1.1249 3.7433 2.8390
C 2.4272 1.7434 -2.5980
C 6.5558 -2.4316 -2.5781
H -6.7666 -0.0953 2.0389
H 0.6366 2.8747 2.3032
H -0.2068 2.6905 4.5978
Cl -1.0220 -0.5184 -0.2722
C 3.2293 0.4675 -3.0307
H -0.8817 4.5737 -4.8081
H -3.2702 4.1029 2.7874
H 1.5995 0.4415 1.5667
H -3.5570 -2.5297 -0.1458
O -1.7333 2.2476 -4.4742
O -0.5908 -1.8589 0.0438
C 4.3719 -3.2773 4.8261
C 0.1637 -1.0674 4.3849
C 5.7046 -1.1769 1.6167
C 7.1208 -0.8278 1.0722
H -7.2140 1.3058 2.8206
O -7.9946 2.6587 0.8209
N 2.3214 -0.6632 -2.7477
H 2.6375 1.1269 0.3075
H 2.4939 4.9673 -3.1380
H -2.1792 -4.5213 -0.7533
H 7.3824 -1.8767 -2.1391
H -4.9332 -3.1431 -1.1367
O -1.1974 0.2212 0.9668
H -9.4974 1.7393 -0.0992
H 4.7630 -0.1131 -0.0310
H 7.8642 -1.6071 1.2457
H -2.0415 -4.3348 -3.3475
H -7.3645 1.0462 -0.3108
H -3.8982 0.9733 1.4396
H -1.8600 0.3890 -3.5038
H 2.2917 -1.2258 -3.5900
H 0.2018 3.1552 -2.8125
H 2.7312 -1.3492 5.5468
H -3.3688 3.1518 -3.7380
O 3.4138 -0.3809 1.4878
O 3.5770 -2.4904 3.9503
H 5.0926 -4.4267 -2.5349
H -0.6357 -0.8295 3.6872
H 0.2976 -0.3239 5.1810
H -0.4147 5.8982 -3.6862
C -2.4751 3.7825 2.1107
H 5.7597 -1.1347 2.7043
H -5.4599 -4.2815 2.2801
H -4.7340 -2.7469 1.8674
C -5.9171 1.5985 1.2647
H 5.2344 -3.5898 4.2389
H -1.3675 0.3228 -5.1173
C 4.7357 -0.1358 1.0655
C 2.6129 0.7697 1.3402
C 3.5340 0.5194 -4.5189
C -1.6580 4.5408 5.6916
H 2.5927 1.7763 -1.5150
H 4.7205 -2.8197 5.7570
H -1.3993 5.4005 5.0630
H 1.9858 -0.3108 3.4829
H 5.1702 0.8137 1.4134
H 3.2391 -1.9594 -1.2270
H -2.5554 2.3381 -2.5208
H 6.1734 -1.8498 -3.4284
H 1.9456 -2.8387 5.1025
H -1.9848 5.8470 -4.4311
H 7.5562 0.0726 1.5285
C -2.0351 0.8937 -4.4605
C 2.0359 -4.3622 -2.2493
H -2.8083 2.7973 1.7654
H -2.4106 4.4226 1.2314
O -4.5044 -4.3054 0.4079
H -0.5132 2.5858 1.2598
H -4.2417 1.4765 -0.1103
H 0.8396 -2.8404 2.6540
C -6.9701 1.9437 0.1856
H -0.4983 3.2501 -1.3797
H -8.9600 3.3210 -0.9026
N 5.3746 -2.5494 1.1881

***

Record 3
16
Properties=species:S:1:pos:R:3 method="wB97M-V/def2-TZVPD" largest_force_ev_per_a=5.8 total_charge=0 lumo_energy_ev=-1.69
H -1.1228 2.0372 0.9849
H 0.0733 -0.9268 -1.8047
H 1.7291 0.6810 0.0266
H -0.9140 -0.5675 1.1771
H 0.4843 1.5755 1.9177
H 2.1319 -1.9606 -2.3981
C -0.6417 0.1924 0.5920
H -2.5185 0.2549 -0.7417
H 3.0014 -0.6560 -0.9151
C -0.5907 1.3674 1.6137
C 0.7452 0.1198 -0.1318
H -1.3112 1.0375 2.3322
C -1.9129 -0.1707 0.0549
C 0.9411 -0.6504 -1.3031
H -2.3063 -1.1716 0.1966
C 2.2117 -1.1621 -1.6012

***

Record 4
43
Properties=species:S:1:pos:R:3 method="wB97M-V/def2-TZVPD" spin_multiplicity=2 largest_force_ev_per_a=0.9 total_charge=0 lumo_energy_ev="-1.16 / -1.16"
S 1.6238 -0.4834 1.9849
C 2.0573 3.1817 0.7967
Co -0.7061 -0.7784 1.9673
H 1.0769 4.2270 -0.7746
N -0.0805 1.8937 0.7928
H -2.5272 1.6027 2.2093
C 1.5473 4.4314 0.1876
H 4.0881 1.2512 2.0073
C -0.5609 -1.0728 -1.2869
O -0.2348 -2.4953 1.2552
H 2.3797 5.1140 0.0429
C -0.5897 -0.4777 -2.5426
O 0.6510 -4.1812 0.1232
H 1.1948 -3.8233 -2.1205
N 3.2465 1.6776 1.6594
C 0.6972 -2.8721 -2.2424
N 3.2749 2.9566 1.1686
H -1.3898 -1.9050 4.5099
H 0.8057 4.9079 0.8301
N -1.2952 0.8074 -2.7161
H -2.6456 -2.7256 2.2989
C -2.4993 -1.6989 2.5891
O 1.1842 -2.2997 -5.7004
C -2.8805 -0.5588 1.8294
C -1.7230 0.1374 3.6812
H -3.4266 -0.5666 0.8997
C 0.0041 -1.0286 -3.6583
N 1.2661 2.0772 1.0424
C 0.0883 -2.2885 -1.1331
O 1.8310 -3.9372 -4.4631
C -2.4073 0.5762 2.5160
H -1.2292 0.7742 4.3987
H -0.0307 -0.5568 -4.6272
C -1.8253 -1.2706 3.7563
O -1.6437 1.4129 -1.7091
C 0.6489 -2.2334 -3.4627
C 0.1615 -3.0668 0.1812
C 2.0450 1.0975 1.5950
N 1.3109 -2.8585 -4.6303
H -1.0847 -0.5978 -0.4640
H -0.2970 1.8286 -0.1994
O -1.4768 1.2089 -3.8385
H -0.6290 2.6128 1.2462

***

Record 5
15
Properties=species:S:1:pos:R:3 method="wB97M-V/def2-TZVPD" largest_force_ev_per_a=1.2 total_charge=0 lumo_energy_ev=-0.22
Zn -12.3038 27.4340 15.4059
O -13.2993 29.1502 15.6298
H -11.3374 26.8152 18.0475
H -10.4531 25.3942 15.4415
Br -14.5518 26.1522 15.9827
O -11.8605 27.3139 17.4198
H -12.1994 26.6666 12.7546
H -13.5810 27.2353 12.9985
O -11.3240 25.6193 15.1142
I -10.0295 29.0291 14.8533
O -12.7080 27.1749 13.3864
H -11.5508 24.9018 14.5225
H -14.2129 29.4337 15.5952
H -12.8357 29.8832 16.0347
H -12.4678 27.8186 17.9609

***

Record 6
15
Properties=species:S:1:pos:R:3 method="wB97M-V/def2-TZVPD" smiles=CSS.CC largest_force_ev_per_a=0.8 total_charge=0 lumo_energy_ev=0.62
H 3.2911 -0.9017 -0.4164
H 1.8145 -0.6770 -1.2671
C -2.8117 -0.7621 1.5237
H 2.9637 1.4145 -1.7182
H 1.7995 -0.4556 0.4580
H 3.6095 1.4781 -0.0528
H -3.7360 -1.3332 1.4841
H -3.0129 0.2510 1.8596
H -2.2077 -1.2288 2.2985
H -3.9484 -0.3933 -1.4833
S -1.8543 -0.6736 0.0107
S -3.0140 0.5252 -1.1893
H 1.9405 1.8470 -0.3962
C 2.7686 1.1860 -0.6694
C 2.3977 -0.2763 -0.4420

***

Please write out number 6 again, unchanged.
15
Properties=species:S:1:pos:R:3 method="wB97M-V/def2-TZVPD" smiles=CSS.CC largest_force_ev_per_a=0.8 total_charge=0 lumo_energy_ev=0.62
H 3.2911 -0.9017 -0.4164
H 1.8145 -0.6770 -1.2671
C -2.8117 -0.7621 1.5237
H 2.9637 1.4145 -1.7182
H 1.7995 -0.4556 0.4580
H 3.6095 1.4781 -0.0528
H -3.7360 -1.3332 1.4841
H -3.0129 0.2510 1.8596
H -2.2077 -1.2288 2.2985
H -3.9484 -0.3933 -1.4833
S -1.8543 -0.6736 0.0107
S -3.0140 0.5252 -1.1893
H 1.9405 1.8470 -0.3962
C 2.7686 1.1860 -0.6694
C 2.3977 -0.2763 -0.4420